#one
Molecular formula: C9H14
Method: DFT, ωB97M-V/def2-TZVPD

Structure (XYZ):
```
23
C9H14 (ωB97M-V/def2-TZVPD)
C 1.38 -2.23 1.12
C -2.34 -0.35 0.27
C -2.37 -1.64 0.77
C -1.16 0.21 -0.20
C -1.15 -2.24 1.08
C 0.04 -0.47 -0.04
C 0.05 -1.66 0.70
H -3.26 0.23 0.23
H -3.30 -2.09 1.07
H -1.22 1.09 -0.83
H -1.05 -3.17 1.62
H 0.94 -0.05 -0.44
H 2.22 -1.58 0.88
H 1.55 -3.24 0.76
H 1.40 -2.30 2.21
C 1.63 4.07 -1.32
C 2.39 2.82 -1.77
H 1.51 4.16 -0.24
H 2.14 4.94 -1.69
H 0.66 4.09 -1.80
H 2.91 2.97 -2.71
H 1.72 1.97 -1.83
H 3.23 2.60 -1.11
```

Its total charge is 0. For the HOMO-LUMO gap, the calculation gives 9.968 eV. Its spin multiplicity is 1.

=====

#two
Molecular formula: C9H14
Method: DFT, ωB97M-V/def2-TZVPD

Structure (XYZ):
```
23
C9H14 (ωB97M-V/def2-TZVPD)
C 2.79 0.46 -0.12
C 3.65 -0.27 -1.17
H 2.01 1.18 -0.69
H 2.10 -0.30 0.47
H 3.23 1.03 0.56
H 3.58 0.27 -2.14
H 4.69 -0.14 -0.88
H 3.17 -1.33 -1.12
C -1.44 -2.28 0.10
C -2.07 1.42 -0.63
C -2.07 2.14 0.59
C -1.88 0.02 -0.85
C -1.53 -0.79 0.16
C -1.50 1.28 1.64
C -1.15 -0.11 1.40
H -2.32 1.94 -1.55
H -2.28 3.03 0.73
H -2.45 -0.42 -1.70
H -1.45 1.47 2.69
H -2.19 -2.75 -0.53
H -1.58 -2.65 1.13
H -0.85 -0.71 2.17
H -0.44 -2.49 -0.26
```

Its total charge is 0. For the HOMO-LUMO gap, the calculation gives 9.827 eV. Its spin multiplicity is 1.

=====

#three
Molecular formula: C9H14
Method: DFT, ωB97M-V/def2-TZVPD

Structure (XYZ):
```
23
C9H14 (ωB97M-V/def2-TZVPD)
C 0.88 -1.34 0.00
C 1.07 1.07 -0.64
C 1.40 0.04 0.24
C 1.63 2.34 -0.53
C 2.08 0.39 1.41
C 2.49 2.58 0.52
C 2.63 1.65 1.55
H 0.31 0.81 -1.37
H 1.42 3.04 -1.32
H 1.01 -1.65 -1.03
H -0.18 -1.49 0.17
H 2.03 -0.24 2.29
H 3.00 3.54 0.64
H 3.09 1.94 2.49
H 1.41 -2.12 0.56
C -3.32 -0.66 -0.89
C -2.66 -1.93 -0.33
H -3.30 -0.62 -1.98
H -4.42 -0.77 -0.79
H -3.07 0.23 -0.33
H -1.89 -2.30 -1.01
H -3.34 -2.78 -0.30
H -2.28 -1.73 0.66
```

Its total charge is 0. For the HOMO-LUMO gap, the calculation gives 9.939 eV. Its spin multiplicity is 1.

=====

#four
Molecular formula: C9H14
Method: DFT, ωB97M-V/def2-TZVPD

Structure (XYZ):
```
23
C9H14 (ωB97M-V/def2-TZVPD)
C 0.08 1.94 -2.19
C -1.13 -0.14 -1.74
C 0.03 0.64 -1.57
C -1.50 -1.30 -0.97
C 1.04 0.08 -0.75
C -0.44 -1.77 -0.22
C 0.76 -1.04 -0.02
H -1.86 0.08 -2.45
H -2.49 -1.87 -1.23
H -0.16 1.99 -3.19
H 1.16 2.27 -2.23
H 1.96 0.54 -0.70
H -0.55 -2.64 0.44
H 1.57 -1.69 0.46
H -0.60 2.65 -1.63
C -0.23 0.13 3.01
C 1.12 0.79 3.16
H -0.59 -0.26 3.92
H -0.95 0.88 2.61
H -0.08 -0.61 2.26
H 1.53 0.71 2.20
H 1.75 0.13 3.81
H 0.91 1.81 3.46
```

Its total charge is 0. For the HOMO-LUMO gap, the calculation gives 9.876 eV. Its spin multiplicity is 1.

=====

Relative energies, in hartree, with the most stable structure set to zero: #one 0.0000; #two 0.0887; #three 0.0107; #four 0.0439.